(1)
The following is a quantum chemistry calculation of a structure of composition C5H9LiO8P at a distorted geometry, from OMol25.

```
24
Properties=species:S:1:pos:R:3
C -1.31 -2.16 1.39
C -2.21 -1.55 0.11
O -3.49 -1.25 0.44
O -1.63 -1.43 -1.23
C -1.23 -0.03 -1.53
O -1.35 0.77 -0.30
P 0.13 1.60 0.10
O 0.65 2.40 -1.17
O -0.33 2.84 1.28
O -1.61 2.65 1.59
O 1.34 0.63 0.89
C 1.86 -0.44 0.03
C 2.91 0.12 -1.15
O 2.75 -0.38 -2.41
H -1.57 -3.32 1.47
H -0.15 -2.11 1.15
H -1.49 -1.58 2.39
H -0.11 -0.11 -1.95
H -1.89 0.33 -2.43
H -1.71 1.77 2.08
H 1.06 -1.17 -0.41
H 2.55 -1.12 0.73
H 3.73 0.94 -0.94
Li 3.11 2.61 -0.12
```

Orbital gap = 8.175 eV
HOMO energy = -0.4890 hartree
Total charge = +1

=====

(2)
The following is a quantum chemistry calculation of a cluster of 3 separate species, C6H8O2 in total at a distorted geometry, from OMol25.

```
16
Properties=species:S:1:pos:R:3
C -0.51 0.72 -0.60
C 0.17 0.88 0.90
C -0.29 -0.50 1.10
C 0.11 -0.74 -0.51
C 1.54 -0.33 -0.51
C 1.56 0.77 0.36
H -2.26 -0.48 -0.81
H 0.13 1.55 -0.94
H -0.11 1.62 1.55
H 0.19 -1.08 1.91
H -1.38 -0.52 1.06
H -1.36 -2.40 -0.41
H 2.43 -0.37 -1.24
H 2.30 1.66 0.19
O -2.00 0.87 -0.75
O -0.52 -1.66 -1.31
```

Energy above the lowest of the compared OMol25 structures with the same formula, charge and spin = 202.2 kcal per mole
Orbital gap = 7.523 eV
HOMO energy = -0.3171 hartree
Total charge = 0